[1]
Density functional theory data (the ωB97M-V functional and the def2-TZVPD basis) for a cluster of 10 separate species, C20H60O20 in total.

## Properties
LUMO energy: 0.02 eV
Total energy: -62652.1257 eV
HOMO energy: -9.748 eV
Energy relative to the best compared isomer or geometry (same formula, charge and spin): 696.7 kJ/mol
Gap between HOMO and LUMO: 9.766 eV
Strongest force on any atom: 3.94 eV/A
Spin multiplicity: 1

The geometry in XYZ format:
```
100
Properties=species:S:1:pos:R:3:forces:R:3
H 6.485924 -2.469825 -7.571302 0.4413 -0.4893 0.2465
C 6.117864 -0.895136 -8.484359 -0.1656 0.5578 0.6253
C 4.578991 7.181007 -0.159429 -2.8376 -0.3623 -0.2687
C -3.657517 5.385108 -0.523453 -0.9389 1.4923 -1.5584
H -2.847326 -8.470057 3.514714 -0.8034 -0.4193 1.1962
H 4.492202 -2.208901 -8.388315 -0.3430 0.0389 -0.3442
H -8.550176 -1.916181 -2.210861 -0.2440 -0.5135 0.1719
H -2.668073 5.747942 -0.245175 -0.0848 0.5198 0.1866
H -5.502323 -7.505259 1.970379 0.3111 -2.0643 -0.8706
O 5.217987 5.524836 1.446446 0.1245 -0.3109 1.7071
H -10.467162 -0.845127 -2.308396 -0.1276 0.0252 -0.3143
H 2.025330 -5.338491 5.848539 -0.1052 0.1454 0.0477
H -4.890327 -0.826165 5.744670 -0.2643 -0.3523 -0.1682
O 1.718514 3.118238 -5.892116 0.3698 0.3869 -0.2973
C 1.565225 -4.527912 3.912391 0.3475 -0.0981 -0.7109
H 7.789697 -1.869253 4.492164 0.1969 -0.5997 0.6016
H 3.392310 5.473311 0.483988 -0.0173 0.3523 0.5194
H 0.498494 -4.457058 4.124875 -0.1425 -0.4487 0.2826
O 4.431181 -1.162578 -6.673285 0.5167 -0.1751 -0.1895
C -4.779004 0.022248 6.419881 -0.2911 -1.2820 -0.5183
C -4.991530 -7.730961 2.906469 -0.0134 0.5993 -0.8450
C 2.303860 4.047108 -6.825859 -0.7426 -0.6131 0.4568
H 6.501891 0.140142 2.117418 0.0655 0.2475 -0.5236
H -5.513711 0.743967 6.062895 0.3128 0.3925 0.3574
H -5.734884 -8.229238 3.528736 0.2700 -0.0279 0.5475
H 8.534495 0.056494 3.372564 -0.4735 0.4348 0.4417
C 6.604100 -0.835166 2.593252 3.2780 2.1297 0.4635
H 3.952423 -0.368640 -6.424168 0.1204 0.0816 -0.1330
H -7.697473 -0.527661 -1.943355 -0.1839 0.7805 0.6288
H 3.642696 5.524075 -6.079927 0.1313 0.5050 -0.5805
H 8.809446 -1.038414 2.120540 -0.4062 -0.1537 -0.4558
H 0.812554 3.064603 -6.205100 -0.2066 -0.3327 0.3178
H -3.443427 4.536778 -1.173532 -0.4617 -0.0339 -0.1062
H 6.063115 -0.614315 3.513391 -0.6556 -1.2987 0.3012
H -1.561209 -1.479333 1.428893 0.1209 0.1384 -0.0393
O 4.488505 4.273871 -7.580317 0.4729 0.7213 -1.0425
H 1.052885 -4.536643 2.093727 0.1439 -0.1635 -0.6517
H 5.997065 8.371184 -0.733468 -0.1882 -0.0743 0.0604
C 4.688898 -1.178653 -8.091688 -0.8326 0.1280 0.3605
O 0.004755 0.539270 0.861338 0.5802 -0.1077 0.6149
H -5.319353 6.194481 -1.902425 -0.3467 -1.5037 0.6703
O 5.867748 7.580325 -0.204860 2.9439 0.1318 0.0375
H -2.149396 -0.687762 -1.181603 -0.2036 -0.1541 -0.0726
H 4.050995 -5.502203 3.942729 0.1619 0.0063 -0.1658
C -8.875074 -1.385149 -0.168222 0.5475 -0.4155 -0.2054
O -2.363825 -0.563718 6.512694 -0.3417 -0.2438 0.1811
O -4.857193 -6.307431 3.185408 1.1521 -0.3683 1.5151
O -10.053928 -2.160408 -0.060509 -0.5362 -0.3934 -0.9814
H 1.986814 -6.502982 4.572625 0.4856 -0.2263 -0.3204
H 6.501530 -0.152457 -7.784846 0.0297 0.6040 -0.2466
C 2.318610 -5.492226 4.810049 -0.3744 1.1891 0.8342
O -3.788093 7.360590 -1.957307 1.7456 0.2046 -0.2114
C 4.434980 5.755844 0.338641 0.5546 -0.1892 -1.3674
C -1.697123 -0.506420 -0.206584 -0.0726 1.6810 -1.5269
H -5.095955 7.135825 -0.477223 0.1199 -0.7359 1.0181
C -8.659603 -0.968828 -1.682998 0.4834 -1.0054 0.8433
C -4.573489 6.458424 -1.152678 0.8191 2.2953 -2.7099
H -8.055652 -2.045493 0.115680 0.2031 0.0158 -0.1932
H 4.775052 5.064692 -0.432562 0.0476 -0.0063 -0.5870
H 3.994909 -0.483223 -8.563757 0.0020 -0.1221 -0.2960
H 6.121094 5.758020 1.219256 0.1013 0.1139 -0.0030
O -4.469712 5.012754 0.511151 -0.4026 -1.9663 2.4435
O -9.709509 -0.255918 -2.288576 -0.1293 0.4187 0.4446
O -1.686051 -1.647366 0.491989 0.1361 -3.2816 1.4073
H 4.140401 7.169136 -1.157216 -0.3740 0.2613 -0.2025
H -2.321747 0.188227 0.355027 0.0598 0.7687 -0.4545
H 4.012538 7.851197 0.487164 -0.3590 0.0802 0.1011
H 1.635788 4.906658 -6.880222 0.0365 0.1383 -0.2492
H -9.031175 -0.735340 0.692878 0.8562 1.3970 -0.6972
H -3.182237 1.332968 6.873503 0.2886 0.0329 0.1220
H -4.398736 5.662377 1.214382 -0.0589 -0.0248 0.0483
O 8.488515 -1.930958 3.836838 -0.2755 -1.1367 1.4009
H -3.834120 -10.426011 3.041810 -0.1603 -0.3452 -0.1316
O 6.333001 -1.849386 1.704706 -0.2726 -1.1471 -0.1865
O -5.087122 -0.384331 7.733991 -0.1297 0.0508 0.2706
H 2.376599 3.568628 -7.802512 0.0012 0.1006 -0.1333
H 0.675455 1.219158 0.958828 0.1494 -0.1130 -0.5898
H 5.341122 4.676971 -7.400992 0.1789 -0.0369 -0.2028
C -0.322878 0.093992 -0.441427 -1.1441 0.9543 0.1002
H -0.498383 0.908983 -1.143628 0.1969 0.4824 0.0385
H -5.742486 -5.996499 3.388387 0.0188 0.0768 0.0507
O 1.763000 -4.985147 2.558669 -0.5082 0.1575 0.3011
H 4.237423 3.998987 -5.664312 -1.0394 -0.6814 0.6512
H 0.380515 -0.566667 -0.948232 0.1882 -0.3715 0.5416
C -3.359744 0.432368 6.285709 0.8087 0.7624 -0.9037
H -3.191468 0.622453 5.225682 -0.1116 0.6426 -0.0236
O -3.853524 -9.844105 2.278523 -0.1962 -0.8137 0.4488
H -4.273460 8.080989 -2.366005 -0.3878 -0.2541 0.2207
H 1.924104 -3.498779 3.926596 0.3959 0.0205 0.6433
C -3.632131 -8.570385 2.764991 -0.2690 3.2766 -1.2153
C 3.681537 4.501657 -6.455769 0.8094 -0.2224 1.0760
H -2.565769 -1.132577 7.259160 -0.0248 0.1804 0.2447
H 5.425579 -2.159807 1.662109 -0.1083 0.2942 0.3365
O 6.898846 -2.046636 -8.327610 0.1702 -0.6175 -0.0604
H -3.060418 -8.031058 2.009766 -0.3071 0.0902 -0.6925
H -10.667408 -1.571209 -0.505599 -0.8636 -0.3103 0.3049
C 8.180535 -0.905054 3.000752 -1.3629 1.2137 -2.3757
O 3.721140 -5.243522 4.806371 -0.4106 -0.5523 -0.2792
H -4.538296 -1.160773 7.866479 -0.2431 -0.1883 0.4260
H 6.180970 -0.555095 -9.518035 0.0474 0.0289 0.0454
```
Positions in Å, forces in eV/Å.

[2]
Density functional theory data (the ωB97M-V functional and the def2-TZVPD basis) for a cluster of 15 separate species, C20H60O25 in total.

## Properties
LUMO energy: -0.01 eV
Total energy: -72900.0499 eV
HOMO energy: -10.508 eV
Gap between HOMO and LUMO: 10.499 eV
Strongest force on any atom: 3.93 eV/A
Spin multiplicity: 1

The geometry in XYZ format:
```
105
Properties=species:S:1:pos:R:3:forces:R:3
H -21.889821 6.619368 2.681293 -0.0496 0.2264 0.1219
O -26.222720 6.946805 -7.029994 -1.8192 -0.3016 -1.0237
O -28.315016 6.636510 -6.605895 0.3062 2.4047 -1.2043
O -16.703669 7.314435 -0.067981 -0.4133 0.3120 0.1706
O -22.555507 7.644172 -2.639440 0.4932 -0.3913 -0.7206
O -27.036490 4.833608 -6.605701 0.9402 -0.5657 -0.2754
C -31.054350 4.665912 0.877461 0.5081 -0.4434 0.7357
H -24.080139 6.703086 0.395189 -0.4332 -0.1943 0.2240
C -34.393824 7.505604 3.997961 0.9987 1.1529 1.1925
C -25.613432 5.694041 -1.639136 -2.0971 2.1311 -2.5499
O -21.898922 2.943634 1.669933 -0.1243 0.0724 0.8761
O -24.699779 5.777384 5.357632 2.7147 0.9743 -1.8654
C -24.322873 7.216750 -5.819001 1.3011 -0.4151 0.8967
C -16.144871 5.992104 -0.289978 -0.2338 -0.4816 0.6015
O -32.774525 5.174262 3.969317 -1.5083 1.3433 -1.8717
C -23.886822 6.032063 4.464199 -0.4098 -0.9468 0.6704
H -16.534511 5.585041 -1.223023 -0.0660 0.0003 0.0808
H -26.491582 4.432729 3.429955 0.0455 -0.0132 -0.1235
H -32.729069 3.318255 0.790199 -0.7275 0.6376 -0.2819
H -21.809574 3.727528 -1.695593 0.1780 0.3332 -0.5832
H -27.779683 6.256281 -3.082922 -0.8349 0.1820 0.2662
H -30.330454 6.539164 -6.123069 0.5266 0.5237 -0.0659
H -14.277010 6.482481 -1.225042 0.0110 -0.6447 -0.5830
O -27.357365 2.360274 0.079066 -0.0541 0.1556 0.5018
O -22.128462 3.116393 -1.031467 -0.0198 -0.3509 0.2979
H -23.053637 5.998752 -0.726922 -0.0951 -0.5313 -0.3740
O -30.764001 1.406067 -0.632006 -0.5209 0.2809 0.2655
H -23.490584 5.033565 0.722485 -0.1514 0.0724 -0.1613
H -33.971011 8.506904 3.915854 0.1478 0.0503 0.1701
O -29.189423 1.651597 -5.057541 -0.0104 -0.1900 0.3747
C -33.296366 5.640085 2.952682 0.7786 0.5068 2.1670
H -22.103124 5.685098 -3.153512 -0.1189 0.7935 0.2274
H -20.623084 5.823370 -0.421436 -0.6257 0.2011 0.3114
H -30.637849 5.483142 1.466324 -0.4603 0.2140 0.2869
H -30.212345 3.973738 0.872716 -0.2334 -0.4858 -0.1321
H -32.157616 3.386376 2.355881 0.1881 0.7914 0.4917
O -26.845261 5.029855 -1.771899 2.7396 0.1548 1.4347
H -29.904305 5.401761 -7.371549 0.6393 0.3075 -0.5754
H -24.690836 6.666115 -4.953270 -0.4095 -0.0636 -0.0719
H -28.023070 -0.194844 -2.068485 0.1002 -0.2861 0.1382
H -20.584297 7.496170 0.311963 -0.1503 -0.2080 -0.1872
O -33.983809 6.845232 2.814774 -0.1050 -1.9553 0.3889
C -21.515358 6.136929 3.584144 -0.4457 -0.6882 -1.1097
H -23.177027 8.955909 0.621175 -0.5897 0.0761 0.4600
H -21.827987 9.451026 0.144887 0.2801 0.1874 0.0094
C -26.106170 4.876455 2.511992 0.2317 1.0138 0.2539
O -22.580150 8.924877 -0.126491 0.4987 -0.0213 -0.7537
H -27.607988 1.752289 -0.616476 -0.0318 -0.2845 -0.3190
O -24.980426 5.138905 -0.648323 -0.5140 -0.7679 -0.0188
H -29.851993 1.563479 -0.876337 0.3283 -0.1021 0.0500
O -21.923619 4.767446 -3.358297 -0.0182 -0.4288 0.1049
H -25.272959 4.282850 2.135839 -0.3158 -0.2635 -0.2143
C -29.508705 5.934555 -6.506836 -0.5139 -1.8892 1.4756
H -28.579080 1.679940 -5.794361 0.2820 0.0434 -0.1684
H -34.006689 7.052191 4.910443 0.3192 -0.2332 -0.2588
H -14.113074 6.679447 0.364856 -0.5749 -0.2391 0.8884
H -24.509319 8.273617 -5.628278 -0.0756 -0.0277 -0.4095
H -24.624328 5.586230 -7.077535 -0.2821 -0.0201 -0.7284
H -23.000085 2.864148 -1.336215 -0.2307 -0.0897 -0.1007
H -29.651674 4.399171 -3.432664 0.0323 0.2108 0.0161
O -18.419391 8.579387 0.663727 0.5832 -0.9145 -0.8987
H -23.175893 9.408727 2.663150 0.2735 0.0036 0.3388
H -21.932267 2.892736 0.714671 -0.0111 0.0646 -0.7173
H -16.459064 5.364512 0.544000 -0.2802 -0.0811 -0.0935
H -20.985901 3.152504 1.867410 0.1951 -0.0405 0.0837
O -23.943183 9.099792 2.181433 -0.1145 -0.1148 0.0245
H -21.251954 5.121339 3.288716 -0.2903 -0.2071 0.0524
H -22.440139 8.462717 -2.156834 0.0226 0.1505 0.4827
O -18.862594 6.560861 -0.291438 3.3103 0.6039 -0.1350
H -26.637604 2.868798 -0.294532 0.1472 0.3246 -0.0627
H -23.503775 7.550922 -2.730590 -0.6497 -0.1573 0.1153
H -31.146606 5.040081 -0.142143 -0.5566 -0.1407 0.0551
C -23.851912 5.728258 -0.035767 1.1959 1.1565 0.1045
H -29.452849 4.895505 -1.723547 -0.2762 -0.0423 -0.0996
H -24.364818 7.218881 -7.916157 -0.5613 -0.4562 -0.4732
C -28.972831 4.422349 -2.580169 -0.3401 0.3033 0.4698
H -29.947624 2.154796 -5.354473 -0.2234 0.1224 -0.0187
H -27.212146 4.847121 -3.782835 0.0776 -0.5646 -0.0705
H -29.292110 5.170647 -5.760101 -0.5336 -0.3651 0.1296
O -28.316693 0.711327 -1.974375 0.0693 -0.0511 -0.0030
O -24.226925 6.217200 3.185721 2.9605 0.3190 0.4643
C -27.716297 5.187523 -2.878370 1.2053 0.6350 -1.1954
O -33.225404 5.131954 1.755278 -0.7881 -0.5606 -0.9014
H -31.122634 0.896636 -1.358713 -0.0588 -0.1546 -0.1178
C -32.339311 4.042973 1.505018 1.9277 -0.1573 -0.9959
C -27.143756 6.016849 -6.763633 -0.5297 0.1143 0.3487
O -25.288759 6.688871 -2.333194 -0.6397 -2.8301 1.8650
O -22.488508 6.099388 4.628142 -1.9807 0.1181 0.9919
H -26.900324 5.005418 1.776604 -0.0223 -0.5181 -0.0266
C -25.534951 6.287903 2.760253 -2.0457 -0.8368 0.1025
H -23.250020 7.030240 -5.770936 0.2820 0.3148 -0.0563
C -20.214221 6.832638 -0.469611 -1.1309 -0.5161 0.1928
C -24.845902 6.652688 -7.118624 0.7045 0.3982 2.1061
H -24.620710 9.750069 2.366714 -0.3096 0.1818 0.0053
H -26.118547 6.822662 3.509628 -0.1659 0.1215 -0.1205
C -14.615122 5.989629 -0.313529 0.1392 1.6585 -0.5673
H -20.562532 6.574975 3.881366 -0.5034 0.4394 0.6337
H -28.794961 3.389399 -2.281052 0.3718 0.0796 -0.1322
H -35.444208 7.693253 4.220639 -0.4334 -0.7602 -1.0599
H -25.533616 6.824504 1.811497 0.1079 0.1934 0.2744
C -18.024781 7.567355 0.124592 -0.5677 -0.2513 0.4173
H -20.471579 7.186943 -1.467778 0.3664 0.3909 0.0642
H -14.170926 5.002697 -0.184092 -0.3065 0.0257 -0.2183
H -21.491894 4.792135 -4.212250 0.1467 -0.1090 -0.1677
H -28.684309 0.934528 -2.829522 -0.0920 0.2800 -0.6097
```
Positions in Å, forces in eV/Å.

Question: What is the HOMO energy in the second record?
Answer: -10.508 eV

Question: Number 1 is which compound?
Answer: C20H60O20